1.
Density functional theory data (ωB97M-V with the def2-TZVPD basis set) for a structure of composition C31H47N6O9RhSSe2Si.

```
! RIJCOSX wB97M-V def2-TZVPD def2/J DEFGRID3
* xyz 2 1
Rh -0.521 2.189 -0.252
Se 1.615 1.063 -0.572
Se -0.493 1.806 2.084
C -1.658 -0.554 0.422
C -2.344 -1.742 0.214
C -3.128 -1.873 -0.916
C -3.231 -0.800 -1.788
C -2.516 0.344 -1.513
N -1.716 0.475 -0.441
C 2.093 2.878 -0.334
C 3.341 3.483 -0.363
C 3.415 4.834 -0.086
C 2.256 5.546 0.218
C 1.051 4.881 0.214
N 0.978 3.575 -0.070
H -2.260 -2.538 0.941
H -3.665 -2.793 -1.103
H -3.846 -0.847 -2.676
H -2.544 1.195 -2.179
H 4.220 2.897 -0.592
H 4.373 5.337 -0.095
H 2.291 6.598 0.459
H 0.126 5.386 0.455
C 3.510 -1.688 4.396
C 3.232 -1.004 3.073
C 2.640 0.384 3.224
C 4.451 -0.989 2.169
O 2.234 -1.800 2.328
Si 0.721 -2.204 2.550
S -0.777 -0.370 1.940
O 0.210 -2.209 4.041
C -0.812 -2.854 4.883
C -1.126 -1.844 5.969
C -0.175 -4.113 5.439
C -2.037 -3.166 4.040
O 0.140 -3.271 1.527
C 0.802 -3.996 0.407
C -0.321 -4.668 -0.356
C 1.733 -5.013 1.040
C 1.550 -2.999 -0.459
H 4.280 -1.136 4.935
H 3.870 -2.705 4.236
H 2.615 -1.719 5.017
H 3.387 1.098 3.568
H 1.814 0.394 3.941
H 2.261 0.672 2.241
H 5.253 -0.421 2.640
H 4.207 -0.526 1.212
H 4.808 -2.003 1.990
H -0.225 -1.590 6.527
H -1.855 -2.261 6.664
H -1.544 -0.934 5.537
H 0.728 -3.871 5.998
H 0.081 -4.804 4.634
H -0.871 -4.616 6.110
H -2.465 -2.249 3.629
H -2.795 -3.636 4.666
H -1.791 -3.854 3.229
H -0.915 -5.296 0.308
H 0.101 -5.297 -1.139
H -0.959 -3.929 -0.839
H 1.179 -5.696 1.684
H 2.510 -4.516 1.626
H 2.224 -5.598 0.263
H 0.884 -2.194 -0.775
H 1.901 -3.501 -1.361
H 2.407 -2.579 0.063
N -2.837 5.619 -2.972
C -3.383 4.942 -1.766
C -2.254 4.752 -0.755
N -2.318 3.458 -0.036
H -3.571 5.837 -3.644
H -2.108 4.873 -3.452
H -2.371 6.493 -2.739
H -3.758 3.977 -2.113
H -4.220 5.511 -1.366
H -2.252 5.566 -0.031
H -1.309 4.772 -1.301
H -3.097 2.899 -0.372
H -2.488 3.587 0.957
O -1.513 3.850 -4.091
C -0.948 2.858 -3.560
O -0.629 2.784 -2.347
C -0.652 1.704 -4.472
C -0.793 1.840 -5.849
C -0.567 0.741 -6.652
C -0.247 -0.506 -6.147
C -0.145 -0.605 -4.774
C -0.304 0.477 -3.931
N 0.095 -1.924 -4.167
O 0.510 -2.808 -4.873
O -0.189 -2.040 -2.984
N -0.705 0.891 -8.121
O -1.014 1.988 -8.531
O -0.502 -0.093 -8.793
H -1.075 2.784 -6.292
H -0.100 -1.356 -6.798
H -0.156 0.361 -2.869
*
```

---

2.
Density functional theory data (ωB97M-V with the def2-TZVPD basis set) for a structure of composition C31H47NO4P2Re at a distorted geometry.

<S²> = 3.788

```
! RIJCOSX wB97M-V def2-TZVPD def2/J DEFGRID3
* xyz 2 4
Re -0.077 -2.709 -1.959
C -0.647 -3.165 0.362
C 0.757 -3.330 -0.055
C 0.506 -1.257 0.975
C -0.771 -1.870 0.949
C 1.433 -2.084 0.317
C -1.587 -4.288 0.643
H -1.321 -5.179 0.068
H -2.619 -3.999 0.399
H -1.569 -4.558 1.711
C -1.973 -1.377 1.662
H -2.085 -0.284 1.595
H -1.912 -1.618 2.738
H -2.883 -1.846 1.269
C 0.873 -0.030 1.728
H 1.721 -0.230 2.399
H 0.033 0.350 2.318
H 1.191 0.785 1.046
C 2.897 -1.888 0.316
H 3.338 -2.247 1.262
H 3.156 -0.823 0.217
H 3.377 -2.435 -0.502
C 1.432 -4.654 -0.202
H 1.435 -5.184 0.762
H 2.468 -4.534 -0.535
H 0.908 -5.276 -0.934
C -0.654 0.132 -2.553
C -1.195 -1.297 -2.620
C -1.395 -1.715 -4.117
C -0.228 -2.532 -4.737
C 0.749 -3.014 -3.684
C 1.495 -2.020 -2.869
C 1.740 -0.593 -3.349
C 0.558 0.376 -3.444
H -1.508 -0.786 -4.695
H 0.303 -1.936 -5.495
H -2.332 -2.273 -4.222
H 0.217 0.396 -4.490
H -1.483 0.722 -2.977
H -2.150 -1.414 -2.089
H 0.933 1.398 -3.274
H 2.482 -0.162 -2.669
H 2.405 -2.431 -2.430
H 2.234 -0.627 -4.333
H -0.629 -3.404 -5.274
H 1.329 -3.900 -3.921
P -0.685 1.541 -1.004
P 1.905 2.409 -0.422
C -0.383 3.196 -1.779
C 1.107 3.563 -1.636
H -1.011 3.892 -1.203
H -0.711 3.193 -2.829
H 1.647 3.515 -2.593
H 1.210 4.579 -1.239
C 2.336 3.552 0.942
H 3.209 3.139 1.463
H 1.466 3.619 1.610
H 2.573 4.535 0.520
C 3.532 2.055 -1.183
H 3.668 2.680 -2.074
H 3.592 0.990 -1.448
H 4.306 2.297 -0.447
C -2.478 1.499 -0.766
H -2.824 0.466 -0.897
H -2.957 2.186 -1.476
H -2.693 1.816 0.295
C -1.365 -4.193 -2.501
H -0.972 -5.178 -2.235
H -1.657 -4.205 -3.548
H -2.252 -4.035 -1.878
O -2.672 1.980 1.937
C -1.625 2.655 2.222
O -0.705 2.988 1.416
C -1.504 3.033 3.682
C -0.387 3.745 4.173
C -0.227 3.977 5.537
C -1.206 3.518 6.442
C -2.365 2.865 5.965
C -2.497 2.621 4.603
N -0.999 3.651 7.846
O 0.055 4.185 8.255
O -1.884 3.221 8.619
H 0.361 4.122 3.477
H 0.644 4.494 5.928
H -3.121 2.546 6.675
H -3.384 2.099 4.242
*
```

---

3.
Density functional theory data (ωB97M-V with the def2-TZVPD basis set) for a cluster of 2 separate species, C31H47Si4 in total at a distorted geometry.

```
! RIJCOSX wB97M-V def2-TZVPD def2/J DEFGRID3
* xyz 1 1
C -0.620 5.432 0.115
Si -1.159 3.876 -0.832
C -3.019 4.233 -1.001
C -0.483 4.035 -2.548
C -0.785 2.285 0.129
Si 0.000 0.832 -0.738
H 0.053 -0.702 0.572
C -1.116 0.745 -2.285
Si -1.596 -0.928 -2.960
C -2.601 -0.639 -4.502
C -0.166 -2.023 -3.505
C -2.716 -1.691 -1.654
C 1.640 1.506 -1.445
Si 3.292 1.035 -0.795
C 4.395 0.446 -2.195
C 4.127 2.514 0.001
C 3.232 -0.291 0.507
H 0.415 5.378 0.465
H -0.699 6.329 -0.526
H -1.265 5.612 0.978
H -3.570 3.412 -1.471
H -3.467 4.437 -0.023
H -3.184 5.134 -1.615
H -1.076 3.480 -3.243
H -0.526 5.083 -2.848
H 0.539 3.739 -2.678
H -0.211 2.530 1.030
H -1.718 1.917 0.573
H -2.071 1.270 -2.039
H -0.665 1.272 -3.143
H -3.209 -1.512 -4.754
H -3.264 0.215 -4.384
H -1.939 -0.443 -5.364
H -0.442 -3.094 -3.527
H 0.150 -1.739 -4.522
H 0.692 -1.945 -2.836
H -2.691 -2.788 -1.631
H -2.452 -1.364 -0.666
H -3.750 -1.376 -1.837
H 1.708 1.299 -2.507
H 1.614 2.611 -1.346
H 5.191 -0.215 -1.821
H 3.809 -0.142 -2.908
H 4.847 1.299 -2.722
H 4.977 2.174 0.614
H 4.493 3.230 -0.749
H 3.455 3.041 0.680
H 4.204 -0.411 0.965
H 2.509 -0.036 1.255
H 2.947 -1.228 0.072
C -0.058 -1.382 1.556
C 0.729 -2.644 1.102
C 0.375 -3.139 -0.146
C 1.172 -4.045 -0.873
C 2.305 -4.583 -0.283
C 2.626 -4.221 1.033
C 1.839 -3.291 1.732
C 0.331 -0.864 2.967
C -0.828 -0.631 3.737
C -0.793 -0.015 4.990
C 0.459 0.289 5.558
C 1.606 -0.161 4.907
C 1.538 -0.754 3.638
C -1.975 -1.213 3.052
C -1.546 -1.809 1.856
C -2.354 -2.849 1.407
C -3.658 -2.991 1.919
C -4.171 -2.161 2.936
C -3.292 -1.294 3.544
H -0.495 -2.679 -0.621
H 0.925 -4.220 -1.915
H 3.018 -5.132 -0.934
H 3.567 -4.613 1.485
H 2.137 -3.029 2.752
H -1.740 0.165 5.491
H 0.550 0.769 6.476
H 2.526 -0.055 5.400
H 2.442 -1.120 3.165
H -2.027 -3.543 0.644
H -4.304 -3.734 1.473
H -5.212 -2.221 3.219
H -3.519 -0.662 4.394
*
```

---

4.
Density functional theory data (ωB97M-V with the def2-TZVPD basis set) for a cluster of 2 separate species, C31H48BClF3N5O5P in total at a distorted geometry.

```
! RIJCOSX wB97M-V def2-TZVPD def2/J DEFGRID3
* xyz 1 1
C -1.622 2.441 -4.659
C -1.068 1.031 -4.051
C -0.782 1.204 -2.441
C -2.255 1.217 -1.814
C 0.191 0.021 -1.989
O -0.642 -1.150 -1.875
C 0.180 -2.361 -1.689
N -0.993 -3.354 -1.599
C 0.957 -2.874 -2.949
C 2.142 -3.922 -2.788
N 2.130 -5.084 -3.397
C 0.781 -2.187 -0.231
C 1.465 -3.508 0.423
O 0.489 -4.617 0.546
C 0.133 -4.840 1.881
F 1.157 -5.450 2.660
F -0.922 -5.801 1.855
F -0.425 -3.707 2.541
N 1.430 -0.867 0.205
C 2.705 -0.913 0.948
C 4.106 -1.496 0.617
C 4.674 -2.940 0.754
C 6.119 -3.374 0.437
C 7.151 -2.334 -0.027
C 6.705 -0.867 -0.112
C 5.265 -0.499 0.201
P 0.293 -0.639 1.696
O -1.254 -0.153 1.076
Cl 1.037 0.806 3.059
C 1.241 0.284 -0.795
C 1.250 1.770 -0.258
C 0.069 2.583 0.387
C -0.114 4.068 -0.304
C -0.945 5.026 0.721
N -2.406 4.733 0.415
C -3.249 5.913 0.614
C -4.352 5.939 1.796
O -3.192 6.923 -0.135
B 2.662 0.341 -1.695
N 3.228 -0.869 -2.398
O 3.572 1.459 -1.777
H -1.587 2.290 -5.804
H -0.815 3.222 -4.434
H -2.657 2.712 -4.277
H -0.116 0.820 -4.643
H -1.865 0.206 -4.162
H -0.372 2.261 -2.385
H -2.435 2.194 -1.220
H -3.073 1.233 -2.630
H -2.516 0.367 -1.111
H 0.759 -0.175 -2.989
H -1.587 -3.112 -2.417
H -0.553 -4.281 -1.745
H 1.381 -2.074 -3.675
H 0.213 -3.414 -3.657
H 3.071 -3.716 -2.136
H 1.290 -5.202 -3.984
H -0.237 -2.346 0.340
H 2.331 -3.939 -0.151
H 1.792 -3.358 1.513
H 2.523 -1.376 2.002
H 2.959 0.186 1.225
H 3.989 -3.755 1.140
H 6.484 -4.460 0.535
H 8.208 -2.685 -0.280
H 7.426 -0.022 -0.414
H 4.981 0.618 0.149
H -1.924 -0.220 1.794
H 1.405 2.408 -1.219
H 2.207 2.018 0.345
H -0.989 2.191 0.346
H 0.244 2.902 1.486
H -0.798 4.010 -1.229
H 0.883 4.516 -0.624
H -0.783 4.751 1.815
H -0.702 6.138 0.548
H -2.701 3.936 0.992
H -4.290 5.040 2.493
H -4.240 6.917 2.367
H -5.391 5.909 1.302
H 4.241 -0.966 -2.241
H 3.149 -0.742 -3.430
H 3.341 2.096 -2.484
C -5.735 -1.096 5.738
C -4.505 -1.590 5.317
C -3.785 -0.918 4.334
C -4.291 0.254 3.780
C -5.520 0.750 4.203
C -6.244 0.073 5.179
H -6.298 -1.621 6.501
H -4.108 -2.499 5.754
H -2.828 -1.307 4.001
H -3.727 0.782 3.016
H -5.914 1.665 3.772
H -7.205 0.457 5.505
*
```

---

5.
Density functional theory data (ωB97M-V with the def2-TZVPD basis set) for a cluster of 2 separate species, C31H48ClF4N4O7PS3 in total at a distorted geometry.

SMILES = [H]/N=C/C[C@](CCCCS(=O)(=O)Cl)(NCCC(F)=C(F)F)[C@@](CSCC)(Cc1ccc(C)cc1)O[C@](C[C@H](C)F)(N=C=O)P(O)(O)=S.CN(C)C=O

```
! RIJCOSX wB97M-V def2-TZVPD def2/J DEFGRID3
* xyz 0 1
C 2.475 1.915 4.658
C 2.283 1.423 3.129
S 1.023 0.115 3.190
C 0.634 -0.745 1.639
C 0.054 0.090 0.388
C 0.266 -0.843 -0.857
C -0.527 -2.152 -1.063
C -0.674 -3.302 -0.165
C -1.432 -4.545 -0.506
C -2.080 -4.682 -1.825
C -2.839 -6.022 -2.114
C -1.922 -3.559 -2.773
C -1.173 -2.354 -2.407
O 0.835 1.281 0.280
C 2.061 1.408 -0.329
C 3.289 0.466 0.008
C 4.713 1.180 -0.086
C 5.736 0.039 -0.546
F 5.191 1.648 1.162
N 2.578 2.778 0.122
C 1.625 3.600 0.157
O 0.931 4.502 -0.060
P 2.081 1.704 -2.236
O 3.214 2.890 -2.651
O 2.536 0.349 -3.092
S 0.377 2.437 -2.868
C -1.492 0.625 0.640
C -2.315 0.742 -0.745
C -3.372 -0.332 -1.089
N -3.569 -1.508 -0.624
C -2.253 -0.158 1.769
C -3.760 0.132 2.080
C -4.464 1.455 1.632
C -5.789 1.139 0.779
S -6.914 2.613 0.934
O -8.205 2.328 0.287
O -7.145 2.990 2.327
Cl -6.098 4.268 -0.041
N -1.370 2.046 1.010
C -1.186 2.543 2.333
C -2.244 3.730 2.671
C -1.507 4.636 3.743
F -1.076 5.926 3.489
C -1.300 4.174 5.004
F -1.657 2.908 5.414
F -0.748 4.955 6.000
H 2.646 3.022 4.685
H 1.542 1.633 5.237
H 3.380 1.402 5.079
H 1.856 2.321 2.607
H 3.315 1.146 2.794
H 1.539 -1.297 1.227
H -0.049 -1.596 1.944
H 0.152 -0.242 -1.816
H 1.359 -1.170 -0.891
H -0.179 -3.293 0.833
H -1.482 -5.376 0.252
H -2.144 -6.643 -2.766
H -3.804 -5.899 -2.670
H -2.945 -6.626 -1.162
H -2.418 -3.666 -3.777
H -1.094 -1.549 -3.192
H 3.275 -0.031 1.011
H 3.348 -0.374 -0.755
H 4.773 1.972 -0.875
H 6.805 0.317 -0.352
H 5.575 -0.129 -1.654
H 5.434 -0.936 -0.052
H 3.231 2.853 -3.631
H 1.847 -0.349 -3.079
H -1.641 0.871 -1.644
H -2.900 1.719 -0.745
H -4.113 -0.022 -1.905
H -4.389 -1.928 -1.083
H -1.712 -0.149 2.767
H -2.181 -1.255 1.472
H -3.917 0.037 3.202
H -4.372 -0.732 1.668
H -4.852 1.994 2.553
H -3.894 2.210 1.043
H -5.566 1.082 -0.329
H -6.353 0.247 1.161
H -1.296 2.704 0.245
H -1.193 1.879 3.224
H -0.185 3.099 2.386
H -2.512 4.326 1.760
H -3.145 3.326 3.223
C 2.986 -3.012 -3.976
O 2.337 -2.489 -3.085
N 4.308 -3.287 -3.919
C 5.014 -3.911 -5.021
C 5.044 -2.945 -2.717
H 2.523 -3.312 -4.930
H 5.448 -4.854 -4.680
H 5.811 -3.246 -5.359
H 4.338 -4.110 -5.853
H 4.605 -3.469 -1.865
H 4.965 -1.871 -2.543
H 6.092 -3.224 -2.819
*
```

---

no.,E_tot (eV)
1,-212680.34992
2,-63271.70966
3,-64415.03339
4,-81238.64743
5,-118399.75559